No. 1
Formula: C4H10N2S
Source: the Open Molecules 2025 dataset
Level of theory: ωB97M-V with the def2-TZVPD basis set

Its total charge is 0. For the lowest unoccupied orbital energy, the calculation gives 0.90 eV. As for the HOMO energy: -8.081 eV. The SMILES is CC/C(=N/S)NC. The frontier orbital gap is 8.98 eV.

Bonds (Å) are listed after each position.
Positions of all 17 atoms, in Å:
1 C -2.1784 -1.3618 -0.6216  C2 1.544, H8 1.093, H9 1.081, H10 1.094
2 C -1.4070 -0.8944 0.6310  C1 1.544, C3 1.500, H11 1.070, H12 1.105
3 C -0.1544 -0.1501 0.2736  C2 1.500, N4 1.294, N6 1.377
4 N 0.9393 -0.8397 0.3147  C3 1.294, S5 1.725
5 S 2.3738 -0.0278 -0.1934  N4 1.725, H13 1.325
6 N -0.2577 1.1431 -0.1882  C3 1.377, C7 1.459, H14 1.018
7 C -1.4325 1.9724 0.0602  N6 1.459, H15 1.109, H16 1.091, H17 1.102
8 H -3.0878 -1.8738 -0.2954  C1 1.093
9 H -1.5427 -2.0203 -1.1968  C1 1.081
10 H -2.4836 -0.5350 -1.2689  C1 1.094
11 H -2.0729 -0.2725 1.1924  C2 1.070
12 H -1.1093 -1.7984 1.1927  C2 1.105
13 H 3.1838 -0.8809 0.4153  S5 1.325
14 H 0.6349 1.6314 -0.2160  N6 1.018
15 H -1.6002 2.2138 1.1297  C7 1.109
16 H -1.2901 2.9287 -0.4459  C7 1.091
17 H -2.3512 1.5307 -0.3574  C7 1.102

=====

No. 2
Formula: C4H10N2S
Source: the Open Molecules 2025 dataset
Level of theory: ωB97M-V with the def2-TZVPD basis set

Its total charge is 0. For the lowest unoccupied orbital energy, the calculation gives 0.87 eV. As for the HOMO energy: -8.299 eV. The SMILES is CN/N=C\CSC. The frontier orbital gap is 9.17 eV.

Bonds (Å) are listed after each position.
Positions of all 17 atoms, in Å:
1 C -0.9464 -2.8868 1.0140  N2 1.437, H8 1.087, H9 1.117, H10 1.092
2 N -0.5086 -1.5974 0.5554  C1 1.437, N3 1.352, H11 1.016
3 N -0.9857 -0.4953 1.1756  N2 1.352, C4 1.280
4 C -0.3256 0.6013 1.2025  N3 1.280, C5 1.520, H12 1.108
5 C 1.0176 0.7911 0.5179  C4 1.520, S6 1.792, H13 1.083, H14 1.098
6 S 0.8695 1.7173 -1.0089  C5 1.792, C7 1.815
7 C -0.1215 0.6187 -2.0599  S6 1.815, H15 1.083, H16 1.086, H17 1.112
8 H -2.0049 -2.9944 0.7927  C1 1.087
9 H -0.6984 -3.0814 2.0857  C1 1.117
10 H -0.3700 -3.6026 0.4245  C1 1.092
11 H 0.4647 -1.6350 0.2665  N2 1.016
12 H -0.8123 1.4486 1.7246  C4 1.108
13 H 1.5136 -0.1705 0.4785  C5 1.083
14 H 1.6902 1.3846 1.1504  C5 1.098
15 H -0.2591 1.0706 -3.0341  C7 1.083
16 H 0.4066 -0.3160 -2.2260  C7 1.086
17 H -1.1250 0.3215 -1.6852  C7 1.112

=====

No. 3
Formula: C4H10N3
Source: the Open Molecules 2025 dataset
Level of theory: ωB97M-V with the def2-TZVPD basis set

Its total charge is +1. For the lowest unoccupied orbital energy, the calculation gives -3.13 eV. As for the HOMO energy: -13.375 eV. The frontier orbital gap is 10.24 eV.

Bonds (Å) are listed after each position.
Positions of all 17 atoms, in Å:
1 C -0.2008 1.6678 0.8814  C2 1.388, C3 1.347, H8 1.130
2 C -0.6444 1.3343 -0.3903  C1 1.388, N7 1.313, H9 1.139
3 C 0.7038 0.7498 1.2721  C1 1.347, N5 1.366, N6 1.335
4 C 0.0502 -0.4767 -2.0306  N7 1.430, H11 1.105, H12 1.090, H13 1.046
5 N 0.8807 -0.0720 0.1954  C3 1.366, N7 1.381, H14 1.063
6 N 1.2109 0.3851 2.4515  C3 1.335, H15 0.947, H16 1.077
7 N 0.0058 0.2751 -0.8150  C2 1.313, C4 1.430, N5 1.381
8 H -0.6244 2.4493 1.5788  C1 1.130
9 H -1.3575 1.9910 -0.9892  C2 1.139
10 H -1.5431 -1.5541 0.4499  H17 0.714
11 H -0.9508 -0.2654 -2.4493  C4 1.105
12 H 0.7022 0.0566 -2.7226  C4 1.090
13 H 0.2212 -1.4917 -1.8468  C4 1.046
14 H 1.4804 -0.9280 0.0023  N5 1.063
15 H 1.4700 -0.5105 2.6177  N6 0.947
16 H 1.2683 1.1314 3.2256  N6 1.077
17 H -1.2992 -1.4952 -0.2188  H10 0.714

=====

No. 4
Formula: C4H10N3
Source: the Open Molecules 2025 dataset
Level of theory: ωB97M-V with the def2-TZVPD basis set

Its total charge is +1. For the lowest unoccupied orbital energy, the calculation gives -3.51 eV. As for the HOMO energy: -13.494 eV. The SMILES is CN1C=NC[C@@H]1[NH3+]. The frontier orbital gap is 9.98 eV.

Bonds (Å) are listed after each position.
Positions of all 17 atoms, in Å:
1 C 1.8853 0.6028 0.1954  N2 1.428, H8 1.089, H9 1.217, H10 1.141
2 N 0.4756 0.7650 0.0339  C1 1.428, C3 1.381, C6 1.413
3 C -0.3454 1.8522 0.2625  N2 1.381, N4 1.260, H11 1.112
4 N -1.4960 1.8531 -0.2500  C3 1.260, C5 1.458
5 C -1.7110 0.5866 -0.9405  N4 1.458, C6 1.688, H12 1.145, H13 1.156
6 C -0.2708 -0.2365 -0.6277  N2 1.413, C5 1.688, N7 1.747, H14 1.120
7 N -0.6699 -1.3714 0.6397  C6 1.747, H15 1.032, H16 0.995, H17 1.066
8 H 2.1432 1.0795 1.1404  C1 1.089
9 H 2.2023 -0.5713 0.2279  C1 1.217
10 H 2.3299 0.9670 -0.7904  C1 1.141
11 H -0.1584 2.6726 0.9900  C3 1.112
12 H -1.9813 0.7997 -2.0321  C5 1.145
13 H -2.5541 0.0303 -0.3789  C5 1.156
14 H 0.3484 -0.8477 -1.3330  C6 1.120
15 H -1.4578 -0.9358 1.1447  N7 1.032
16 H 0.0481 -1.3158 1.3258  N7 0.995
17 H -1.0230 -2.3683 0.5100  N7 1.066

=====

No. 5
Formula: C4H10N3
Source: the Open Molecules 2025 dataset
Level of theory: ωB97M-V with the def2-TZVPD basis set

Its total charge is +1. For the lowest unoccupied orbital energy (alpha / beta), the calculation gives -5.77 / -5.15 eV. As for the HOMO energy (alpha / beta): -13.572 / -14.011 eV. The frontier orbital gap (alpha / beta) is 7.80 / 8.86 eV.

Bonds (Å) are listed after each position.
Positions of all 17 atoms, in Å:
1 C -1.6420 0.9390 -0.1218  N5 1.456, N6 1.387, H8 1.086, H9 1.070
2 C -0.8966 -1.3163 -0.0062  N5 1.559, N7 1.504, H10 1.140, H11 1.109
3 C 1.1944 -0.0762 0.4753  C4 1.409, N7 1.387, H12 1.089
4 C 2.4874 0.3674 0.1350  C3 1.409, H13 1.041, H14 1.150, H15 1.181
5 N -1.8774 -0.2856 0.6303  C1 1.456, C2 1.559, H16 0.981
6 N -0.4570 0.8840 -0.8402  C1 1.387, N7 1.450
7 N 0.1783 -0.3523 -0.4281  C2 1.504, C3 1.387, N6 1.450, H17 1.077
8 H -2.4065 1.1835 -0.8533  C1 1.086
9 H -1.7137 1.8476 0.4383  C1 1.070
10 H -0.6911 -2.0641 0.8291  C2 1.140
11 H -1.3502 -1.7737 -0.9094  C2 1.109
12 H 0.8065 0.3631 1.3936  C3 1.089
13 H 2.8167 0.9914 0.9006  C4 1.041
14 H 2.4209 1.0077 -0.8178  C4 1.150
15 H 3.2914 -0.4466 -0.1596  C4 1.181
16 H -2.8331 -0.5091 0.6278  N5 0.981
17 H 0.6720 -0.7598 -1.2937  N7 1.077

=====

No. 6
Formula: C4H10N3
Source: the Open Molecules 2025 dataset
Level of theory: ωB97M-V with the def2-TZVPD basis set

Its total charge is +1. For the lowest unoccupied orbital energy, the calculation gives -4.51 eV. As for the HOMO energy: -12.395 eV. The frontier orbital gap is 7.88 eV.

Bonds (Å) are listed after each position.
Positions of all 17 atoms, in Å:
1 C 2.6513 0.2105 0.1136  C3 1.394, N5 1.171
2 C -0.1888 0.3922 0.0196  N6 1.347, N7 1.304
3 C 2.8545 -1.1316 0.4287  C1 1.394, H8 1.062, H9 1.096, H10 1.085
4 C -2.6872 -0.1956 0.0744  N6 1.489, H11 1.150, H12 1.094, H13 1.091
5 N 2.7874 1.2966 -0.3019  C1 1.171, H14 1.020
6 N -1.2329 -0.4464 -0.1264  C2 1.347, C4 1.489, H15 0.993
7 N -0.3938 1.5355 0.6121  C2 1.304, H16 1.059, H17 1.076
8 H 3.0956 -0.8453 1.4222  C3 1.062
9 H 1.9512 -1.7501 0.3803  C3 1.096
10 H 3.6440 -1.6632 -0.0925  C3 1.085
11 H -2.7825 0.1571 1.1649  C4 1.150
12 H -3.3443 0.4389 -0.5280  C4 1.094
13 H -3.1465 -1.1616 -0.1387  C4 1.091
14 H 2.3229 2.1947 -0.4339  N5 1.020
15 H -1.1326 -1.1108 -0.8575  N6 0.993
16 H 0.3382 2.2851 0.4566  N7 1.059
17 H -1.3407 1.9037 0.9666  N7 1.076

=====

No. 7
Formula: C4H10N3
Source: the Open Molecules 2025 dataset
Level of theory: ωB97M-V with the def2-TZVPD basis set

Its total charge is +1. For the lowest unoccupied orbital energy, the calculation gives -6.34 eV. As for the HOMO energy: -13.886 eV. The SMILES is C[C@H]1N=[N+](C)CN1. The frontier orbital gap is 7.55 eV.

Bonds (Å) are listed after each position.
Positions of all 17 atoms, in Å:
1 C -2.2014 0.6288 0.5671  C2 1.595, H8 1.125, H9 1.039, H10 1.103
2 C -1.1660 0.2037 -0.5687  C1 1.595, N3 1.382, N7 1.446, H11 1.131
3 N -0.0260 0.9730 -0.4347  C2 1.382, N4 1.403
4 N 1.0916 0.1743 -0.1480  N3 1.403, C5 1.412, C6 1.420
5 C 2.3392 0.7410 0.1915  N4 1.412, H12 1.086, H13 1.066, H14 1.077
6 C 0.7487 -1.2018 -0.2103  N4 1.420, N7 1.453, H15 1.152, H16 1.174
7 N -0.7018 -1.1172 -0.2070  C2 1.446, C6 1.453, H17 0.955
8 H -1.7515 0.5610 1.5964  C1 1.125
9 H -2.8876 -0.1381 0.4207  C1 1.039
10 H -2.5881 1.6595 0.6370  C1 1.103
11 H -1.5982 0.4337 -1.5880  C2 1.131
12 H 2.9516 -0.1151 -0.0754  C5 1.086
13 H 2.3178 0.9517 1.2359  C5 1.066
14 H 2.6441 1.6286 -0.3371  C5 1.077
15 H 1.0160 -1.7956 0.7398  C6 1.152
16 H 1.0367 -1.7991 -1.1796  C6 1.174
17 H -1.2251 -1.7885 -0.6396  N7 0.955

=====

No. 8
Formula: C4H10N3O
Source: the Open Molecules 2025 dataset
Level of theory: ωB97M-V with the def2-TZVPD basis set

Its total charge is +1. For the lowest unoccupied orbital energy, the calculation gives -3.22 eV. As for the HOMO energy: -12.058 eV. The frontier orbital gap is 8.84 eV.

Bonds (Å) are listed after each position.
Positions of all 18 atoms, in Å:
1 C 2.0669 -1.2426 -0.1168  N5 1.160, N6 1.277
2 C -0.0031 -0.0628 -0.9987  C4 1.500, N5 1.381, H9 1.093, H10 1.131
3 C -1.6143 -1.5857 0.2111  C4 1.330, O8 1.347, H11 1.086
4 C -1.2943 -0.8039 -0.8160  C2 1.500, C3 1.330, H12 1.077
5 N 1.1153 -0.7146 -0.5173  C1 1.160, C2 1.381
6 N 3.1154 -1.8226 0.3235  C1 1.277, H13 1.013, H14 1.013
7 N -0.3523 2.5448 0.2573  H15 1.015, H16 1.014, H17 1.014
8 O -2.8254 -2.1722 0.2788  C3 1.347, H18 0.963
9 H 0.1636 0.1473 -2.0583  C2 1.093
10 H -0.0570 0.9366 -0.4709  C2 1.131
11 H -0.9167 -1.7845 1.0198  C3 1.086
12 H -2.0297 -0.6427 -1.5860  C4 1.077
13 H 3.6321 -1.4532 1.1122  N6 1.013
14 H 3.4779 -2.6535 -0.1287  N6 1.013
15 H 0.4184 3.2017 0.3205  N7 1.015
16 H -0.7486 2.4545 1.1866  N7 1.014
17 H -1.0599 2.9787 -0.3257  N7 1.014
18 H -2.9104 -2.7384 1.0529  O8 0.963

=====

So what do the calculations give for relative energy (zero: lowest compared OMol25 entry of this formula, charge and spin)? Going down the list: 10.0, 36.8, 59.7, 60.7, 145.4, 99.5, 98.5, 38.9 kcal per mole.